Here is 7 unconnected molecules or ions with the total composition C33H58BrClN7O from the OMol25 dataset. Energies are from ωB97M-V with the def2-TZVPD basis set.

Positions of all 101 atoms, in Å:
C1 0.118 4.487 3.845
O1 -0.831 4.444 2.789
C2 -0.504 5.156 1.618
C3 -0.573 4.311 0.377
C4 -1.865 3.747 -0.133
C5 -1.343 2.845 -1.271
Br1 -1.219 3.699 -2.991
C6 -0.021 2.436 -0.748
N1 0.378 3.191 0.191
C7 1.578 3.034 1.001
C8 2.364 1.778 0.648
C9 1.658 0.532 1.170
Cl1 3.907 1.989 1.529
H1 1.115 4.745 3.504
H2 -0.178 5.176 4.631
H3 0.176 3.498 4.288
H4 0.455 5.667 1.657
H5 -1.250 5.934 1.473
H6 -0.264 5.019 -0.402
H7 -2.592 4.471 -0.465
H8 -2.369 3.072 0.556
H9 -1.885 1.913 -1.363
H10 0.503 1.567 -1.115
H11 2.196 3.919 0.942
H12 1.235 2.913 2.017
H13 2.550 1.708 -0.415
H14 1.027 0.763 2.011
H15 1.065 0.088 0.376
H16 2.398 -0.201 1.461
C10 -0.044 0.339 -5.696
C11 0.004 -1.116 -5.250
C12 -0.690 -1.328 -3.898
C13 -0.042 -0.592 -2.812
N2 0.453 0.015 -1.973
H17 0.492 0.975 -4.988
H18 0.419 0.469 -6.673
H19 -1.075 0.695 -5.763
H20 1.042 -1.447 -5.195
H21 -0.489 -1.747 -5.990
H22 -0.700 -2.389 -3.644
H23 -1.731 -1.006 -3.958
C14 -0.681 -4.523 1.174
C15 0.337 -4.135 2.238
C16 -0.230 -3.189 3.302
C17 -0.618 -1.896 2.745
N3 -0.926 -0.881 2.305
H24 -1.021 -3.654 0.608
H25 -0.235 -5.226 0.470
H26 -1.554 -5.001 1.622
H27 1.206 -3.677 1.760
H28 0.691 -5.039 2.737
H29 0.520 -3.025 4.076
H30 -1.092 -3.645 3.792
C18 -3.080 9.282 -0.023
C19 -2.776 9.623 1.432
C20 -1.350 10.144 1.640
C21 -0.343 9.134 1.320
N4 0.447 8.342 1.062
H31 -2.435 8.478 -0.387
H32 -4.113 8.953 -0.129
H33 -2.935 10.150 -0.668
H34 -2.942 8.744 2.058
H35 -3.471 10.390 1.775
H36 -1.214 10.449 2.678
H37 -1.176 11.027 1.024
C22 0.314 -8.853 4.803
C23 -0.763 -8.291 3.885
C24 -0.588 -8.710 2.421
C25 0.642 -8.176 1.839
N5 1.603 -7.742 1.386
H38 1.304 -8.485 4.530
H39 0.124 -8.554 5.832
H40 0.332 -9.944 4.763
H41 -0.770 -7.201 3.958
H42 -1.740 -8.638 4.224
H43 -1.432 -8.347 1.831
H44 -0.583 -9.797 2.335
C26 3.282 -2.841 5.237
C27 4.100 -3.755 6.140
C28 3.814 -5.240 5.896
C29 2.432 -5.594 6.214
N6 1.347 -5.873 6.465
H45 2.214 -2.956 5.429
H46 3.539 -1.797 5.414
H47 3.469 -3.061 4.183
H48 3.903 -3.507 7.184
H49 5.162 -3.578 5.968
H50 4.479 -5.849 6.511
H51 4.017 -5.500 4.856
C30 -2.253 0.725 -9.587
C31 -1.015 0.368 -10.403
C32 -0.967 -1.111 -10.800
C33 -0.863 -1.990 -9.637
N7 -0.787 -2.680 -8.722
H52 -2.275 0.182 -8.641
H53 -2.265 1.791 -9.360
H54 -3.166 0.488 -10.136
H55 -0.117 0.626 -9.839
H56 -1.000 0.966 -11.315
H57 -0.108 -1.293 -11.448
H58 -1.857 -1.379 -11.370

Calculated values
HOMO-LUMO gap   9.45 eV
Net charge   +1